No. 1
C17H43FN3S | wB97M-V/def2-TZVPD

Structure (XYZ):
```
65
Properties=species:S:1:pos:R:3:forces:R:3
C -0.22491 -5.80266 -2.54195 -1.1 -0.5 0.8
S -1.42108 -4.41596 -2.86917 0.5 -0.3 -0.2
C -1.11188 -3.22734 -1.50226 0.7 0.6 0.7
C -0.64036 -1.85417 -2.12644 0.2 -0.6 -0.1
F 0.54595 -1.49774 -1.48106 -0.7 -0.2 -0.4
C -3.06991 -5.21757 -2.72433 -0.2 -0.4 0.8
C -4.26047 -4.21792 -2.42625 -1.2 -0.1 0.3
N -4.25535 -2.99141 -3.20821 0.1 -0.7 0.3
N -4.31846 -3.85880 -1.00220 0.8 0.3 -0.7
N -5.52237 -4.97296 -2.71964 1.7 -0.1 -0.7
H 0.82520 -5.45678 -2.57034 -0.8 0.0 -0.2
H -0.50505 -6.19122 -1.53162 0.5 0.4 -0.7
H -0.44518 -6.62528 -3.26019 0.3 0.9 0.2
H -0.23441 -3.60033 -0.91487 -0.7 0.1 -0.6
H -1.94677 -3.12377 -0.77747 0.2 -0.3 -0.8
H -0.40534 -2.00185 -3.20601 -0.2 0.3 0.7
H -1.37789 -1.03896 -1.98847 0.4 -0.5 0.0
H -3.26065 -5.76298 -3.68089 0.5 0.6 0.6
H -3.01510 -5.96234 -1.89875 0.0 0.5 -0.5
H -4.25494 -3.15501 -4.20916 0.1 0.2 0.1
H -3.53218 -2.34210 -2.91821 -0.1 0.0 -0.2
H -4.98865 -4.46076 -0.53274 0.1 0.1 0.0
H -4.69309 -2.90995 -0.98032 -0.1 -0.3 0.2
H -5.53011 -5.11052 -3.73741 -0.5 0.0 0.2
H -5.32556 -5.91466 -2.35751 -0.6 0.2 0.0
C 0.99406 2.36291 4.04597 0.0 0.1 -0.1
C -0.43364 2.45489 3.52254 0.0 -0.1 0.2
C -1.15223 1.10651 3.49076 -0.1 0.0 -0.1
C -0.52131 0.06134 2.56778 0.1 0.0 0.0
C -0.38776 0.48376 1.10427 0.1 -0.1 0.1
C -1.71913 0.75276 0.42401 0.0 0.0 -0.2
H 1.61845 1.73747 3.40474 0.0 0.0 0.0
H 1.44688 3.35611 4.07981 0.1 -0.1 0.0
H 1.01384 1.94900 5.05672 0.0 0.0 0.0
H -0.43156 2.91080 2.52794 0.0 0.0 0.0
H -0.99906 3.13259 4.16866 0.0 0.0 -0.1
H -2.19479 1.27022 3.20002 0.0 0.0 0.0
H -1.18638 0.69680 4.50544 0.0 0.0 0.0
H -1.12243 -0.85402 2.62089 0.0 0.0 0.0
H 0.46904 -0.20931 2.94605 0.0 0.0 0.0
H 0.11820 -0.31711 0.55875 0.1 0.1 0.1
H 0.25257 1.36633 1.01946 0.0 0.0 0.0
H -2.35436 -0.13879 0.45877 -0.1 0.0 0.0
H -1.55472 1.01437 -0.62514 -0.1 0.1 0.0
H -2.26345 1.57595 0.88836 0.0 0.0 0.0
C 3.03924 6.14294 0.93142 0.1 0.1 -0.1
C 2.75750 5.07095 -0.11449 -0.1 0.0 0.1
C 2.50923 3.68857 0.48959 0.0 -0.1 -0.1
C 3.68887 3.09550 1.26376 0.0 0.1 0.1
C 4.98589 2.95459 0.46742 -0.1 -0.1 0.0
C 4.86220 2.01092 -0.72334 0.1 0.1 0.0
H 3.94815 5.92754 1.49604 0.0 0.0 0.0
H 3.17292 7.11436 0.45117 0.0 0.0 0.1
H 2.20843 6.22760 1.63600 0.0 0.0 0.0
H 3.58130 5.03224 -0.83243 0.0 0.0 0.0
H 1.86933 5.36394 -0.68283 0.1 0.0 0.0
H 2.21718 3.00209 -0.31224 0.0 0.0 0.0
H 1.64667 3.74545 1.16396 0.0 0.0 0.0
H 3.39347 2.10906 1.63861 0.0 0.0 0.0
H 3.88607 3.70555 2.15054 0.0 0.0 0.0
H 5.76214 2.57065 1.13607 0.0 0.1 0.0
H 5.33366 3.93338 0.12562 0.0 0.0 0.0
H 4.55755 1.01269 -0.39827 0.0 0.0 0.0
H 5.82236 1.91945 -1.23503 -0.1 0.0 0.0
H 4.13418 2.37294 -1.45190 0.0 0.0 0.0
```
Forces are in eV/Å.

The HOMO energy is -0.452 Eh. The largest force on an atom comes out at 0.035 hartree/bohr. The frontier orbital gap is 9.31 eV. Its LUMO energy is -3.0 eV. As for the total charge: +1.


No. 2
C48H44BrCeN4O8P2Se | wB97M-V/def2-TZVPD

Structure (XYZ):
```
109
Properties=species:S:1:pos:R:3:forces:R:3
Ce 1.99926 0.95287 -0.16132 -4.4 2.6 0.3
C 2.91566 -0.89247 2.83148 -0.1 0.0 -0.3
P 1.50089 -1.40622 1.69936 0.0 -1.0 1.7
C 0.33807 -1.58630 3.13238 -0.2 0.1 -0.3
C 0.38308 -2.64018 4.04232 0.0 0.0 0.0
C -0.45005 -2.64518 5.15069 0.1 -0.1 0.0
C -1.33730 -1.59796 5.36212 0.0 0.1 0.1
C -1.38079 -0.53972 4.46821 -0.1 0.0 0.1
C -0.54632 -0.53483 3.36031 0.0 -0.1 -0.1
C 1.76075 -3.17598 1.29567 0.1 0.0 -0.2
C 0.63308 -3.98373 1.10419 0.0 0.1 0.0
C 0.73187 -5.21723 0.48012 0.0 0.0 -0.1
C 1.96584 -5.66517 0.02649 0.0 0.0 0.0
C 3.09840 -4.89530 0.25279 0.0 -0.1 0.0
C 3.00201 -3.66309 0.88512 0.0 0.1 0.1
C 2.45386 0.46048 3.25539 -0.2 0.7 -1.7
C 2.10918 0.90693 4.55260 -0.6 1.3 0.8
C 1.53369 2.15269 4.39970 0.4 -0.8 0.6
C 1.55117 2.45458 2.99456 -0.3 1.0 -0.7
C 1.10742 3.58060 2.34371 0.4 -1.4 0.7
P -1.35866 3.28144 -0.31357 -0.4 0.7 0.1
C -2.98704 2.89589 -0.99384 0.5 0.2 0.3
C -3.07010 1.83094 -1.91086 -0.3 -0.2 -0.1
C -4.28077 1.42383 -2.43322 0.1 0.0 0.0
C -5.45951 2.06797 -2.07263 -0.3 0.0 -0.1
C -5.39815 3.13084 -1.18330 0.0 0.0 0.0
C -4.18740 3.53881 -0.65168 -0.2 0.0 0.0
C -1.88230 4.68440 0.76776 0.3 -0.3 -0.2
C -1.89189 5.99005 0.27951 -0.1 0.2 0.2
C -2.22297 7.05442 1.10512 0.0 0.1 0.0
C -2.54067 6.83296 2.43786 0.0 0.1 0.1
C -2.51893 5.53964 2.93966 0.0 0.0 0.2
C -2.18571 4.47736 2.11334 -0.1 0.3 0.0
N 2.12479 1.36736 2.32401 0.5 -0.8 1.2
H 3.83499 -0.84014 2.24634 0.2 0.0 0.1
H 3.04267 -1.58729 3.66318 0.0 0.1 0.0
H 1.07610 -3.45791 3.88022 0.0 0.0 0.0
H -0.40308 -3.46667 5.85690 0.0 0.0 0.0
H -1.98827 -1.60902 6.22873 0.0 0.0 0.0
H -2.06415 0.28436 4.63295 0.0 0.0 0.0
H -0.56375 0.28292 2.64993 -0.1 0.1 0.0
H -0.33644 -3.63361 1.44458 0.0 0.0 0.0
H -0.15929 -5.81486 0.32150 0.0 0.0 0.0
H 2.03989 -6.60479 -0.50912 0.0 0.0 0.1
H 4.06350 -5.23954 -0.09883 0.0 0.0 0.0
H 3.88589 -3.05184 1.02363 0.0 0.0 -0.1
H 2.25984 0.34283 5.46222 -0.1 0.1 0.0
H 1.13336 2.80655 5.16014 0.0 -0.1 0.0
H 1.23442 3.67616 1.27436 0.0 0.1 -0.2
H 0.65088 4.40001 2.88099 0.0 0.0 0.1
H -2.16128 1.32172 -2.19114 0.1 0.0 -0.1
H -4.32043 0.59778 -3.13441 0.1 -0.1 0.0
H -6.41065 1.74223 -2.47633 0.0 0.0 0.0
H -6.30948 3.64701 -0.90030 0.0 0.0 0.0
H -4.17391 4.35414 0.05996 0.0 0.0 0.0
H -1.62510 6.16659 -0.75587 0.0 -0.1 0.0
H -2.23159 8.06451 0.71270 0.0 0.1 0.0
H -2.78562 7.66677 3.08532 0.0 0.0 0.0
H -2.75972 5.35883 3.98080 0.0 0.0 0.1
H -2.15518 3.47023 2.51295 0.0 -0.1 0.0
O -2.60116 -2.85660 -0.67655 0.1 -0.2 -0.2
C -3.12572 -1.71364 -0.11042 -0.1 0.3 0.2
C -4.48646 -1.69934 0.16322 0.1 -0.2 -0.1
C -5.04601 -0.61606 0.81922 0.0 0.1 0.0
C -4.24398 0.43659 1.23154 -0.1 0.0 0.0
C -2.89511 0.42746 0.92000 0.0 -0.1 0.1
C -2.32942 -0.61398 0.20339 0.1 -0.1 -0.1
C -0.83469 -0.58966 -0.10819 -0.2 -0.3 0.2
O -0.17648 0.49046 0.28758 -1.0 -0.6 -0.2
N -0.60061 -0.84865 -1.57876 -0.1 0.1 0.0
N 0.65123 -0.58265 -1.97925 -0.1 -0.5 0.2
C 1.21534 -1.32314 -2.85913 -0.7 -0.1 0.0
C 2.48047 -0.97170 -3.43982 0.7 0.6 -0.2
Br 3.00535 0.85271 -3.08918 0.0 -0.4 -1.1
C 3.27091 -1.70215 -4.23920 0.0 0.6 0.3
C 3.13242 -3.10418 -4.59241 -0.1 -0.6 -0.2
C 3.69516 -3.54777 -5.79868 -0.1 0.2 0.1
C 3.59521 -4.86606 -6.19993 0.0 -0.1 0.0
C 2.93978 -5.79421 -5.39950 0.0 0.1 0.0
C 2.41617 -5.38059 -4.18278 -0.1 -0.2 0.0
C 2.51011 -4.06072 -3.77850 0.2 0.2 0.1
H -1.64807 -2.86569 -0.52047 -0.1 -0.1 0.1
H -5.08380 -2.55270 -0.13296 0.0 0.0 0.0
H -6.11049 -0.60264 1.01942 0.0 0.0 0.0
H -4.66665 1.27073 1.77663 0.0 0.0 -0.1
H -2.24057 1.24016 1.20053 0.0 0.2 -0.1
H -0.43407 -1.52342 0.39712 0.0 0.1 -0.1
H -0.98996 -1.71670 -1.94208 0.0 0.1 -0.1
H 0.71599 -2.21483 -3.24625 0.0 0.1 0.0
H 4.11771 -1.19149 -4.67939 0.1 0.0 0.1
H 4.21020 -2.83058 -6.42621 0.0 0.0 0.0
H 4.03062 -5.17741 -7.14173 0.0 0.0 0.0
H 2.85377 -6.82602 -5.71639 0.0 0.0 0.0
H 1.93399 -6.10041 -3.53235 0.0 0.0 0.0
H 2.15857 -3.77540 -2.79542 0.0 0.0 0.0
N 0.01823 2.29824 -2.87924 0.2 -0.1 -0.3
C 0.77378 3.53222 -3.06330 -0.2 -0.1 0.5
C 1.50734 3.98720 -1.77257 -0.6 0.6 -0.8
O 1.81081 5.16939 -1.67812 0.2 -0.1 0.1
O 1.73168 3.06716 -0.91144 0.6 0.3 0.0
H 0.29869 1.87025 -1.99638 -0.4 0.2 -0.4
H 0.20514 1.63329 -3.61757 0.1 0.0 0.0
H 0.09309 4.33887 -3.34767 0.2 0.1 0.1
H 1.54053 3.44337 -3.84289 0.0 0.0 0.0
O 5.29529 -0.51387 -1.71905 0.1 0.0 -0.4
Se 4.50761 -0.29637 -0.33860 3.9 -2.1 -0.6
O 5.34395 -0.93915 0.88038 -0.1 -0.2 0.6
O 2.99257 -1.00052 -0.40623 1.2 -1.3 -0.5
O 4.17747 1.28252 -0.05584 1.5 0.8 0.3
```
Forces are in eV/Å.

The HOMO energy (alpha / beta) is -0.003 / -0.004 Eh. The largest force on an atom comes out at 0.099 hartree/bohr. The frontier orbital gap (alpha / beta) is 3.53 / 3.55 eV. Its LUMO energy (alpha / beta) is 3.4 / 3.4 eV. As for the total charge: -2. Its multiplicity is 2.


No. 3
C6H6O | wB97M-V/def2-TZVPD

Structure (XYZ):
```
13
Properties=species:S:1:pos:R:3:forces:R:3
O 0.43699 -0.59342 1.68936 0.0 -0.2 -0.1
C 0.57917 0.48757 0.79415 0.1 0.2 -0.1
C 1.11934 0.05464 -0.59377 0.0 -0.1 0.0
C 0.30343 -1.02633 -1.14717 -0.3 -0.3 -0.1
C -0.40666 -1.92741 -1.50861 0.2 0.2 0.1
C -0.71218 1.16274 0.68037 -0.6 0.3 -0.1
C -1.82173 1.62296 0.62947 0.7 0.2 -0.4
H -0.37852 -1.04635 1.41760 0.3 -0.1 0.2
H 1.30899 1.18255 1.22304 -0.1 -0.2 0.1
H 2.15548 -0.28140 -0.47517 -0.2 0.0 0.1
H 1.14080 0.90631 -1.28705 -0.1 -0.1 0.2
H -1.03186 -2.72818 -1.83723 0.1 0.1 0.0
H -2.69324 2.18631 0.41503 -0.3 -0.1 0.2
```
Forces are in eV/Å.

The HOMO energy is -0.374 Eh. As for the energy relative to the best compared isomer or geometry (same formula, charge and spin): 88.9 kcal per mole. The largest force on an atom comes out at 0.017 hartree/bohr. The frontier orbital gap is 11.12 eV. Its LUMO energy is 0.9 eV. As for the total charge: 0. Its structure (SMILES) is C#CC[C@H](O)C#C.


No. 4
C49H45AsI2N4OS3Ti | wB97M-V/def2-TZVPD

Structure (XYZ):
```
106
Properties=species:S:1:pos:R:3:forces:R:3
Ti 0.71854 0.27492 -1.17801 -0.7 -0.7 1.1
C 4.90610 1.28935 -1.66875 -0.1 0.0 0.0
C 3.64751 0.48596 -1.78398 0.0 -0.1 0.0
N 2.71065 0.51088 -0.78897 -0.1 0.1 0.6
N 3.13860 0.90102 0.42976 0.3 -0.2 -0.1
C 2.33541 0.63242 1.39772 0.1 0.0 0.2
S 0.77497 -0.12774 1.21632 0.1 0.5 -0.4
S 3.02760 0.89107 3.01662 -0.1 -0.2 0.1
C 2.75564 -0.79305 3.69504 0.1 0.2 -0.3
C 3.13245 -1.92139 2.75912 0.1 0.1 0.1
C 4.29034 -1.87257 1.98466 -0.1 0.0 0.1
C 4.59695 -2.90002 1.10323 -0.1 0.0 0.0
C 3.75325 -3.99783 0.99159 0.0 0.0 0.0
C 2.60227 -4.05782 1.76417 0.0 0.0 0.0
C 2.29060 -3.02191 2.63455 0.0 0.0 0.0
C 3.46919 -0.42470 -2.86375 0.0 0.0 0.2
C 4.42267 -0.55169 -3.89896 0.0 0.0 0.0
C 4.34909 -1.57266 -4.83220 0.0 0.0 0.0
C 3.31858 -2.50334 -4.77289 0.0 0.1 0.0
C 2.33714 -2.37513 -3.79228 -0.1 0.0 0.0
C 2.38496 -1.35065 -2.85984 0.2 -0.2 -0.2
O 1.41426 -1.25431 -1.94499 0.5 -0.5 -0.5
H 4.90162 1.84389 -0.73620 0.0 0.1 0.0
H 5.78863 0.63932 -1.68839 0.0 0.0 0.0
H 4.98964 1.99605 -2.50177 0.0 0.0 0.0
H 3.36266 -0.81027 4.60304 0.0 0.0 0.0
H 1.70519 -0.87304 3.96978 0.0 -0.1 0.1
H 4.92097 -0.99393 2.04724 0.0 0.0 -0.1
H 5.47805 -2.82586 0.47696 0.0 0.0 0.0
H 3.97779 -4.79017 0.28658 0.0 0.0 0.0
H 1.92939 -4.90299 1.66313 0.0 0.0 0.0
H 1.36193 -3.05146 3.19541 0.0 0.0 0.0
H 5.23342 0.16377 -3.95622 0.0 0.0 0.0
H 5.10628 -1.64422 -5.60623 0.0 0.0 0.0
H 3.25198 -3.30423 -5.49951 0.0 0.0 0.0
H 1.49960 -3.06274 -3.74518 0.0 0.0 0.0
C -3.99218 4.33101 -0.06047 0.0 0.0 0.1
C -2.60706 4.90861 0.24338 0.0 0.0 0.1
C -2.26122 4.79497 1.71617 0.0 0.0 -0.1
C -3.00100 5.56268 2.61268 0.0 0.0 0.0
C -2.82417 5.45929 3.98188 0.0 0.0 0.0
C -1.91123 4.53320 4.46296 0.0 0.1 0.0
C -1.15751 3.74124 3.60465 0.1 0.1 0.1
C -0.23457 2.70575 4.19224 -0.1 -0.2 -0.1
C -1.02904 1.57617 4.85744 0.1 0.0 -0.1
C -1.28963 3.89563 2.21243 -0.3 0.1 0.2
N -0.54937 3.11045 1.31808 -0.1 -0.2 -0.1
C 0.28266 3.72816 0.57873 0.0 0.2 -0.1
C 0.96120 3.37743 -0.64985 0.1 -0.2 -0.2
C 1.65886 4.39405 -1.30335 0.0 0.0 0.1
C 2.04464 3.91273 -2.55291 0.1 0.0 -0.2
C 1.56301 2.61743 -2.62633 0.1 0.1 0.0
N 0.90773 2.25942 -1.49075 0.2 1.4 0.0
H -4.27727 4.54268 -1.09394 0.0 -0.1 0.0
H -4.75235 4.75757 0.59996 0.0 0.0 0.0
H -3.98093 3.24858 0.07898 0.0 0.0 0.0
H -2.58024 5.96371 -0.04682 0.0 0.0 0.0
H -1.88106 4.38362 -0.37017 0.0 0.0 -0.1
H -3.73750 6.25621 2.21614 0.0 0.0 0.0
H -3.39588 6.08546 4.65779 0.0 0.0 0.0
H -1.76832 4.41899 5.53421 0.0 0.0 0.0
H 0.43849 3.16899 4.91733 0.1 0.0 0.0
H 0.37373 2.28397 3.39831 0.1 0.0 0.0
H -1.54430 1.92109 5.75760 -0.1 0.0 0.0
H -0.38139 0.74103 5.13626 0.0 0.1 0.0
H -1.77256 1.19572 4.15569 0.0 0.0 0.0
H 0.50247 4.77941 0.82183 0.0 0.0 0.0
H 1.82157 5.38353 -0.89896 0.0 0.0 0.0
H 2.59691 4.43256 -3.32157 -0.1 0.0 0.0
H 1.67171 1.93503 -3.45381 0.0 -0.1 0.0
S -1.87056 1.47653 -1.05195 0.1 -0.1 0.1
C -3.19605 0.40125 -1.41351 0.2 0.0 0.1
C -4.46305 0.89575 -1.75165 -0.1 -0.1 0.0
C -5.51980 0.02961 -1.98465 0.1 0.1 0.0
C -5.34679 -1.34732 -1.89097 0.0 -0.1 0.0
C -4.09236 -1.85048 -1.57488 0.1 0.0 0.0
C -3.02538 -0.99034 -1.35768 0.0 0.1 -0.1
As -1.24608 -1.55412 -0.83389 -0.8 -0.5 0.1
C -1.86239 -2.23396 0.91592 0.3 0.1 0.2
C -1.66756 -3.52185 1.40374 0.0 0.0 -0.1
C -2.13785 -3.88441 2.66153 0.0 0.0 0.0
C -2.80305 -2.95887 3.45207 0.0 0.0 0.0
C -2.98774 -1.66502 2.97952 0.0 0.0 0.0
C -2.51432 -1.30415 1.72711 0.0 0.1 0.0
C -0.96261 -3.22580 -1.78687 0.3 0.0 0.0
C 0.11683 -4.00122 -1.35824 0.0 0.0 0.0
C 0.45968 -5.17008 -2.02044 -0.1 0.0 0.0
C -0.25804 -5.56014 -3.14491 0.0 0.0 0.0
C -1.28942 -4.75905 -3.61521 0.0 -0.1 0.0
C -1.63334 -3.58994 -2.94735 0.0 0.0 0.0
H -4.59934 1.96694 -1.83643 0.0 0.0 0.0
H -6.49304 0.43570 -2.24223 0.0 0.0 0.0
H -6.17633 -2.02142 -2.07028 0.0 0.0 0.0
H -3.94104 -2.92075 -1.49016 0.0 0.0 0.0
H -1.16462 -4.26175 0.79688 0.0 0.0 0.0
H -1.98476 -4.89556 3.02136 0.0 0.0 0.0
H -3.17781 -3.24288 4.42906 0.0 0.0 0.0
H -3.49723 -0.93355 3.59581 0.0 0.0 0.0
H -2.64896 -0.28578 1.37552 0.0 0.0 0.0
H 0.71883 -3.65460 -0.52457 0.0 -0.1 0.0
H 1.30474 -5.75771 -1.68237 0.0 0.0 0.0
H 0.00707 -6.47122 -3.66899 0.0 0.0 0.0
H -1.81520 -5.03183 -4.52271 0.0 0.0 0.0
H -2.39822 -2.94376 -3.35809 0.0 0.0 0.0
I -0.64244 0.09342 -3.69660 -0.6 0.4 -0.8
I -0.96998 -0.31298 -6.83649 0.1 -0.1 -0.1
```
Forces are in eV/Å.

The HOMO energy (alpha / beta) is -0.015 / -0.074 Eh. As for the energy relative to the best compared isomer or geometry (same formula, charge and spin): 0.0 kcal per mole. The largest force on an atom comes out at 0.029 hartree/bohr. The frontier orbital gap (alpha / beta) is 4.40 / 4.96 eV. Its LUMO energy (alpha / beta) is 4.0 / 3.0 eV. As for the total charge: -2. Its multiplicity is 3.